(1)
Here is C24H14Co2NO8 as an isolated structure from the OMol25 dataset. Energies are from ωB97M-V/def2-TZVPD.

The lowest unoccupied orbital energy comes out at 2.565 eV. Its HOMO energy is -3.58 eV.

ORCA input file:
```
! RIJCOSX wB97M-V def2-TZVPD def2/J DEFGRID3
* xyz -1 1
O 5.337 4.020 0.789
C 4.264 3.640 0.981
Co 2.569 3.176 1.333
C 2.485 4.478 2.479
O 2.349 5.312 3.266
C 1.273 3.943 0.431
O 0.341 4.408 -0.074
C 1.939 1.940 2.680
C 1.004 0.938 2.318
C -0.258 0.660 2.712
C -1.485 0.227 2.052
C -2.622 1.055 2.191
C -3.756 0.823 1.432
C -3.800 -0.280 0.567
C -2.762 -1.218 0.590
C -1.653 -1.020 1.410
Co 2.662 0.566 1.739
C 4.420 0.579 1.704
O 5.572 0.646 1.646
C 2.557 1.374 0.047
O 2.434 1.299 -1.118
C 2.676 -1.036 2.501
O 2.728 -2.059 3.041
H 2.097 2.212 3.741
H -0.431 0.996 3.754
H -2.549 1.901 2.879
H -4.596 1.511 1.506
H -4.651 -0.435 -0.096
H -2.838 -2.107 -0.038
H -0.888 -1.785 1.562
O -3.515 -1.929 -5.281
C -3.079 -1.367 -4.291
O -3.640 -0.270 -3.709
C -1.871 -1.771 -3.524
C -1.348 -0.941 -2.512
C -0.257 -1.391 -1.765
C 0.337 -2.655 -2.102
N 1.412 -2.855 -1.266
C 1.533 -1.775 -0.422
C 0.499 -0.874 -0.648
C -0.197 -3.492 -3.075
C -1.294 -3.028 -3.808
H -4.416 -0.037 -4.248
H -1.774 0.045 -2.319
H 2.000 -3.686 -1.284
H 2.385 -1.716 0.233
H 0.314 0.095 -0.188
H 0.228 -4.481 -3.218
H -1.735 -3.636 -4.599
*
```

Which charges does natural (NBO) predict for the atoms? In e, they are: atom 1 (O): -0.520, atom 2 (C): 0.517, atom 3 (Co): -0.061, atom 4 (C): 0.602, atom 5 (O): -0.528, atom 6 (C): 0.509, atom 7 (O): -0.522, atom 8 (C): -0.604, atom 9 (C): 0.017, atom 10 (C): -0.419, atom 11 (C): -0.025, atom 12 (C): -0.206, atom 13 (C): -0.230, atom 14 (C): -0.263, atom 15 (C): -0.167, atom 16 (C): -0.224, atom 17 (Co): -0.071, atom 18 (C): 0.539, atom 19 (O): -0.542, atom 20 (C): 0.386, atom 21 (O): -0.565, atom 22 (C): 0.559, atom 23 (O): -0.554, atom 24 (H): 0.185, atom 25 (H): 0.175, atom 26 (H): 0.209, atom 27 (H): 0.202, atom 28 (H): 0.203, atom 29 (H): 0.202, atom 30 (H): 0.222, atom 31 (O): -0.620, atom 32 (C): 0.787, atom 33 (O): -0.685, atom 34 (C): -0.229, atom 35 (C): -0.151, atom 36 (C): -0.025, atom 37 (C): 0.134, atom 38 (N): -0.534, atom 39 (C): -0.013, atom 40 (C): -0.303, atom 41 (C): -0.257, atom 42 (C): -0.177, atom 43 (H): 0.489, atom 44 (H): 0.238, atom 45 (H): 0.409, atom 46 (H): 0.231, atom 47 (H): 0.249, atom 48 (H): 0.206, atom 49 (H): 0.226

(2)
Here is C29H66AsF6N11O4RuS2Si2 as an isolated structure from the OMol25 dataset. Energies are from ωB97M-V/def2-TZVPD.

The lowest unoccupied orbital energy (alpha / beta) comes out at -2.972 / -3.761 eV. Its HOMO energy (alpha / beta) is -10.32 / -10.69 eV. The expectation value of S² is 1.22.

ORCA input file:
```
! RIJCOSX wB97M-V def2-TZVPD def2/J DEFGRID3
* xyz 1 2
Ru -0.073 -0.724 -0.081
C 5.596 -1.109 2.172
N 4.653 -0.383 1.342
C 5.243 0.406 0.283
C 3.292 -0.510 1.525
N 2.468 -0.753 0.541
C 3.021 -1.260 -0.699
C 2.238 -2.491 -1.142
N 0.935 -2.129 -1.707
C 0.032 -3.288 -1.659
C -1.421 -2.967 -1.995
N -1.865 -1.675 -1.478
C -3.085 -1.315 -1.735
N -3.981 -2.018 -2.512
C -3.706 -2.661 -3.782
C -5.319 -2.265 -1.997
N -3.584 -0.107 -1.276
C -4.595 0.596 -2.042
C -3.501 0.313 0.105
C 1.081 -1.568 -3.048
C 0.066 -0.473 -3.323
N 0.040 0.576 -2.307
C 0.114 1.800 -2.750
N 0.780 2.159 -3.907
C 2.097 1.656 -4.222
C 0.131 2.910 -4.962
N -0.515 2.827 -2.116
C -1.641 2.591 -1.240
C -0.163 4.221 -2.289
N 2.845 -0.338 2.806
C 3.670 0.259 3.841
C 1.805 -1.207 3.326
H 6.267 -1.688 1.531
H 6.211 -0.440 2.782
H 5.069 -1.805 2.821
H 5.846 1.212 0.715
H 5.897 -0.199 -0.352
H 4.461 0.849 -0.326
H 2.974 -0.481 -1.469
H 4.064 -1.569 -0.582
H 2.834 -3.067 -1.863
H 2.078 -3.110 -0.259
H 0.372 -4.074 -2.350
H 0.079 -3.695 -0.660
H -1.522 -3.003 -3.081
H -2.040 -3.769 -1.577
H -2.909 -2.145 -4.315
H -3.455 -3.721 -3.682
H -4.608 -2.589 -4.392
H -5.436 -1.830 -1.008
H -6.081 -1.856 -2.667
H -5.481 -3.343 -1.911
H -4.561 0.284 -3.082
H -5.609 0.449 -1.655
H -4.375 1.665 -1.993
H -2.616 -0.104 0.567
H -3.456 1.403 0.154
H -4.386 -0.007 0.666
H 2.083 -1.148 -3.140
H 0.985 -2.348 -3.814
H 0.251 -0.080 -4.327
H -0.936 -0.902 -3.331
H 2.498 1.113 -3.368
H 2.096 0.998 -5.098
H 2.759 2.500 -4.438
H -0.882 3.172 -4.666
H 0.685 3.823 -5.202
H 0.073 2.302 -5.871
H -1.855 1.526 -1.242
H -1.414 2.908 -0.217
H -2.506 3.156 -1.602
H -0.938 4.761 -2.841
H -0.060 4.686 -1.308
H 0.778 4.319 -2.823
H 4.432 0.900 3.409
H 3.029 0.873 4.476
H 4.152 -0.489 4.478
H 2.164 -2.231 3.416
H 1.504 -0.859 4.310
H 0.940 -1.204 2.672
F -3.507 -3.166 0.866
C -3.767 -3.330 2.168
F -3.900 -4.627 2.413
F -4.929 -2.727 2.426
S -2.408 -2.592 3.222
O -2.013 -1.387 2.522
O -3.036 -2.399 4.483
N -1.320 -3.722 3.285
S -0.163 -3.966 2.240
O 1.056 -4.384 2.848
O -0.050 -2.996 1.163
C -0.718 -5.506 1.346
F -1.027 -6.480 2.184
F 0.288 -5.899 0.561
F -1.770 -5.258 0.561
C 2.469 2.674 -0.750
Si 1.648 3.044 0.929
C 3.057 3.145 2.198
C 0.875 4.787 0.853
As 0.096 1.264 1.324
Si -1.015 1.909 3.354
C -2.892 1.948 3.126
C -0.481 0.886 4.847
C -0.512 3.702 3.756
H 3.554 2.651 -0.656
H 2.233 3.415 -1.512
H 2.125 1.700 -1.110
H 3.502 4.141 2.193
H 3.841 2.428 1.956
H 2.709 2.937 3.211
H 1.344 5.380 0.068
H 1.035 5.316 1.792
H -0.201 4.765 0.675
H -3.288 0.942 2.996
H -3.178 2.560 2.269
H -3.364 2.376 4.012
H -0.745 -0.157 4.713
H -0.993 1.238 5.743
H 0.593 0.966 5.019
H -0.898 4.403 3.017
H 0.570 3.829 3.812
H -0.932 3.977 4.724
*
```

These are the Mulliken partial charges, in e, on atoms 1 to 99: atom 1 (Ru): 5.962, atom 2 (C): -1.263, atom 3 (N): 0.559, atom 4 (C): -0.952, atom 5 (C): -1.291, atom 6 (N): 0.386, atom 7 (C): -0.706, atom 8 (C): -1.649, atom 9 (N): 1.514, atom 10 (C): -0.750, atom 11 (C): -1.071, atom 12 (N): 1.716, atom 13 (C): -2.426, atom 14 (N): 0.705, atom 15 (C): -1.079, atom 16 (C): -1.275, atom 17 (N): 0.958, atom 18 (C): -1.173, atom 19 (C): -0.836, atom 20 (C): -1.828, atom 21 (C): -0.890, atom 22 (N): 0.544, atom 23 (C): -1.071, atom 24 (N): 0.560, atom 25 (C): -0.882, atom 26 (C): -1.197, atom 27 (N): 0.688, atom 28 (C): -0.472, atom 29 (C): -1.123, atom 30 (N): 1.426, atom 31 (C): -1.363, atom 32 (C): -1.077, atom 33 (H): 0.377, atom 34 (H): 0.356, atom 35 (H): 0.328, atom 36 (H): 0.326, atom 37 (H): 0.381, atom 38 (H): 0.026, atom 39 (H): -0.070, atom 40 (H): 0.542, atom 41 (H): 0.349, atom 42 (H): 0.121, atom 43 (H): 0.505, atom 44 (H): -1.245, atom 45 (H): 0.405, atom 46 (H): 0.782, atom 47 (H): 0.325, atom 48 (H): 0.239, atom 49 (H): 0.412, atom 50 (H): 0.299, atom 51 (H): 0.386, atom 52 (H): 0.406, atom 53 (H): 0.325, atom 54 (H): 0.376, atom 55 (H): 0.281, atom 56 (H): -0.444, atom 57 (H): 0.451, atom 58 (H): 0.408, atom 59 (H): 0.543, atom 60 (H): 0.393, atom 61 (H): 0.773, atom 62 (H): -0.015, atom 63 (H): 0.145, atom 64 (H): 0.312, atom 65 (H): 0.338, atom 66 (H): 0.328, atom 67 (H): 0.347, atom 68 (H): 0.364, atom 69 (H): -0.454, atom 70 (H): -0.278, atom 71 (H): 0.612, atom 72 (H): 0.391, atom 73 (H): 0.016, atom 74 (H): 0.412, atom 75 (H): 0.499, atom 76 (H): 0.126, atom 77 (H): 0.380, atom 78 (H): 0.426, atom 79 (H): 0.496, atom 80 (H): -0.420, atom 81 (F): -0.041, atom 82 (C): 0.317, atom 83 (F): -0.259, atom 84 (F): -0.272, atom 85 (S): 1.292, atom 86 (O): -1.024, atom 87 (O): -0.720, atom 88 (N): -0.784, atom 89 (S): 1.148, atom 90 (O): -0.762, atom 91 (O): -0.690, atom 92 (C): 0.515, atom 93 (F): -0.247, atom 94 (F): -0.226, atom 95 (F): -0.153, atom 96 (C): -0.286, atom 97 (Si): 0.341, atom 98 (C): -0.976, atom 99 (C): -1.601